Density functional theory data (ωB97M-V/def2-TZVPD) for a molecular structure, C23H23AsBrFN2O3Pd at a distorted geometry.

Calculated values
- calculated total energy (eV) = -170427.247
- strongest force on any atom (eV Å⁻¹) = 1.0
- energy above the lowest of the compared OMol25 structures with the same formula, charge and spin (kJ/mol) = 0.00
- charge = -2

Each line ends with the Löwdin charge.
Geometry (Å):
Pd1 -1.909 0.148 -1.091  0.528
N1 0.313 -2.016 1.949  0.131
C1 0.072 -0.861 1.278  -0.098
N2 -0.488 -1.078 0.106  0.034
C2 -0.638 -2.453 0.026  -0.225
C3 -1.170 -3.225 -1.005  -0.005
C4 -1.175 -4.598 -0.840  -0.108
C5 -0.662 -5.199 0.320  -0.127
C6 -0.130 -4.442 1.349  -0.041
C7 -0.131 -3.061 1.180  -0.199
H1 0.789 -2.006 2.840  0.133
H2 0.437 0.015 1.814  0.108
H3 -1.564 -2.741 -1.890  0.101
H4 -1.585 -5.226 -1.622  0.089
H5 -0.683 -6.279 0.412  0.084
H6 0.268 -4.906 2.244  0.097
C8 -4.731 2.419 -1.384  -0.318
As1 -3.552 1.192 -2.357  0.827
C9 -3.296 0.055 0.499  -0.307
C10 -2.795 2.516 -3.620  -0.283
O1 -4.590 0.233 -3.255  -0.679
H7 -4.165 3.027 -0.677  0.014
H8 -5.478 1.833 -0.851  0.007
H9 -5.224 3.052 -2.124  0.006
H10 -3.891 0.949 0.701  -0.070
H11 -2.758 -0.228 1.417  -0.050
H12 -4.015 -0.737 0.256  -0.041
H13 -3.097 3.528 -3.339  -0.001
H14 -3.192 2.278 -4.607  0.012
H15 -1.709 2.445 -3.630  -0.004
F1 2.002 -0.756 -5.929  -0.015
C11 1.138 -0.524 -4.883  -0.317
C12 -0.217 -0.659 -5.089  -0.054
C13 -1.076 -0.418 -4.018  -0.166
C14 -0.629 -0.055 -2.735  -0.305
C15 0.764 0.055 -2.606  -0.149
C16 1.653 -0.165 -3.657  -0.059
H16 -0.588 -0.943 -6.067  0.099
H17 -2.144 -0.521 -4.196  0.065
H18 1.186 0.321 -1.642  0.074
H19 2.726 -0.067 -3.530  0.098
Br1 5.255 5.269 3.537  0.661
C17 4.771 3.506 4.092  -0.682
C18 5.609 2.839 4.971  -0.165
C19 5.254 1.559 5.375  -0.098
C20 4.088 0.973 4.903  -0.037
C21 3.259 1.657 4.023  -0.121
C22 3.605 2.940 3.613  -0.073
C23 1.960 1.011 3.507  -0.662
O2 1.224 1.749 2.824  -0.033
O3 1.765 -0.170 3.890  -0.064
H20 6.514 3.310 5.329  0.084
H21 5.897 1.022 6.063  0.092
H22 3.791 -0.025 5.195  0.105
H23 2.943 3.458 2.932  0.109

Density functional theory data (ωB97M-V/def2-TZVPD) for 6 unconnected molecules or ions with the total composition C20H44NO10S5 at a distorted geometry.

Calculated values
- calculated total energy (eV) = -97576.707
- strongest force on any atom (eV Å⁻¹) = 11.3
- energy above the lowest of the compared OMol25 structures with the same formula, charge and spin (kJ/mol) = 437.51
- charge = +1

Each line ends with the Löwdin charge.
Geometry (Å):
N1 -0.584 -1.696 -0.241  0.387
H1 -0.757 -1.896 -1.133  0.075
H2 -0.557 -0.725 -0.234  0.078
H3 0.103 -2.240 0.060  0.046
H4 -1.173 -2.152 0.503  0.164
C1 5.625 -2.087 1.119  -0.208
C2 5.367 -3.554 1.109  -0.199
C3 3.854 -3.693 0.975  -0.193
S1 3.232 -2.431 2.052  0.684
O1 2.977 -2.894 3.340  -0.270
O2 2.055 -1.787 1.313  -0.404
C4 4.587 -1.342 2.008  -0.217
H5 5.211 -1.681 0.066  0.177
H6 6.457 -1.984 1.528  0.032
H7 5.814 -3.870 2.062  0.136
H8 5.826 -4.058 0.273  0.127
H9 3.516 -4.580 1.326  0.080
H10 3.583 -3.443 0.008  0.071
H11 5.158 -1.502 3.015  0.154
H12 4.449 -0.327 1.773  0.091
C5 1.728 -1.290 -5.548  -0.188
C6 2.838 -0.427 -5.019  -0.203
C7 2.930 -0.605 -3.551  -0.254
S2 2.512 -2.286 -3.185  0.683
O3 1.378 -2.309 -2.327  -0.327
O4 3.734 -2.989 -2.916  -0.307
C8 1.925 -2.632 -4.892  -0.148
H13 1.644 -1.364 -6.532  0.090
H14 0.869 -0.894 -5.495  0.057
H15 2.817 0.621 -5.166  0.114
H16 3.778 -0.721 -5.501  0.134
H17 2.461 0.160 -3.002  0.075
H18 3.971 -0.308 -3.068  0.158
H19 0.974 -3.056 -4.751  0.094
H20 2.687 -3.104 -5.397  0.089
C9 -0.225 4.150 0.271  -0.213
C10 -1.729 4.116 -0.169  -0.141
C11 -1.839 3.636 -1.589  -0.209
S3 -0.385 2.593 -1.835  0.710
O5 -0.056 2.628 -3.257  -0.321
O6 -0.617 1.336 -1.149  -0.340
C12 0.616 3.768 -0.883  -0.246
H21 -0.105 3.357 0.825  0.021
H22 0.228 5.140 0.751  0.182
H23 -2.167 5.220 -0.335  0.184
H24 -2.275 3.455 0.257  0.027
H25 -1.560 4.301 -2.176  0.014
H26 -2.691 3.137 -1.842  0.081
H27 0.766 4.717 -1.476  0.132
H28 1.662 3.254 -0.543  0.172
C13 -0.715 -0.591 3.396  -0.196
C14 -0.774 0.692 2.592  -0.248
C15 -0.763 1.884 3.512  -0.221
S4 -1.706 1.368 4.935  0.692
O7 -3.043 1.863 4.666  -0.321
O8 -0.874 1.711 6.086  -0.310
C16 -1.678 -0.313 4.622  -0.244
H29 0.456 -0.558 3.798  0.174
H30 -0.856 -1.606 3.032  0.099
H31 -1.783 0.644 2.109  0.116
H32 0.046 0.750 1.982  0.075
H33 -1.079 2.664 3.104  0.003
H34 0.199 2.394 3.772  0.143
H35 -2.688 -0.679 4.162  0.143
H36 -1.512 -0.985 5.422  0.095
C17 -5.568 1.433 0.393  -0.207
C18 -4.843 1.129 -0.872  -0.243
C19 -4.533 -0.342 -1.203  -0.122
S5 -4.635 -1.052 0.487  0.734
O9 -3.298 -1.535 0.976  -0.378
O10 -5.706 -2.013 0.459  -0.306
C20 -5.091 0.357 1.410  -0.251
H37 -6.642 1.294 0.269  0.110
H38 -5.306 2.483 1.075  0.204
H39 -3.964 1.649 -0.750  0.051
H40 -5.410 1.739 -1.660  0.156
H41 -3.570 -0.454 -1.487  0.058
H42 -5.292 -0.538 -1.792  0.060
H43 -4.156 0.601 1.731  0.027
H44 -5.806 0.320 2.335  0.176